[1]
104
Properties=species:S:1:pos:R:3:forces:R:3 method="wB97M-V/def2-TZVPD" multiplicity=4 de_lowest_kcal_mol=0.0 total_charge=-2 homo_energy_ev="-1.858 / -2.199"
V -1.99611 -0.45523 -0.77181 -0.3 0.0 0.2
C 1.80064 3.49299 3.69086 0.0 0.0 0.0
C 0.37288 4.03436 3.60434 0.0 0.0 0.0
C 0.44585 5.47154 3.06843 0.0 0.0 0.0
C -0.21136 4.05998 5.02425 0.0 0.0 0.0
C -0.51414 3.18557 2.69096 0.0 0.0 0.0
C -0.03931 2.05497 2.03822 0.0 0.0 0.0
C -0.86929 1.31669 1.19527 0.0 0.0 0.0
N -0.55282 0.10662 0.58086 0.1 -0.1 0.0
C 0.70760 -0.39391 0.50077 -0.1 0.0 0.1
C 1.84019 0.39623 0.25439 0.0 0.0 0.0
C 3.07781 -0.16032 0.05226 0.0 0.1 0.0
C 3.21779 -1.56815 0.14659 0.1 0.0 -0.1
C 2.18068 -2.41225 0.41427 -0.1 0.0 0.0
C 0.85583 -1.85275 0.64053 0.0 0.0 0.0
O -0.12445 -2.55130 0.99276 0.2 0.0 0.0
C 2.37107 -3.92544 0.41890 0.0 0.0 0.0
C 1.54292 -4.53608 -0.72500 0.0 0.1 0.0
C 1.94240 -4.52275 1.76952 0.0 0.0 0.0
C 3.83522 -4.30847 0.18320 0.0 0.0 -0.1
C 4.24689 0.74183 -0.34171 0.0 0.0 0.0
C 5.54073 -0.04129 -0.57341 0.0 0.0 0.0
C 3.90067 1.47328 -1.64805 0.0 0.0 0.0
C 4.48843 1.77088 0.77168 0.0 0.0 0.0
C -2.22731 1.69082 1.01994 0.0 -0.2 0.1
O -2.97801 0.90146 0.26666 0.1 0.1 0.0
C -2.72640 2.82191 1.69402 0.1 0.0 -0.1
C -1.84893 3.54578 2.49963 0.0 0.0 0.0
C -4.18889 3.22989 1.51259 0.0 0.0 0.0
C -5.10905 2.09944 1.99993 0.0 0.0 0.0
C -4.54164 4.48988 2.30622 0.0 0.0 0.0
C -4.46727 3.51553 0.02897 0.0 0.0 0.0
H 2.39912 4.13842 4.33997 0.0 0.0 0.0
H 1.82252 2.48329 4.10502 0.0 0.0 0.0
H 2.27817 3.46446 2.70966 0.0 0.0 0.0
H 1.06908 6.09475 3.71848 0.0 0.0 0.0
H 0.87495 5.48010 2.06459 0.0 0.0 0.0
H -0.54531 5.92350 3.00994 0.0 0.0 0.0
H 0.41761 4.66012 5.69030 0.0 0.0 0.0
H -1.21648 4.48448 5.03042 0.0 0.0 0.0
H -0.27484 3.04674 5.42605 0.0 0.0 0.0
H 0.97408 1.71304 2.18969 0.0 0.0 0.0
H 1.69000 1.46270 0.13788 0.0 0.0 0.0
H 4.18776 -1.99281 -0.06088 0.0 0.0 0.0
H 0.48357 -4.32111 -0.59341 0.0 0.0 0.0
H 1.87296 -4.11944 -1.67966 0.0 0.0 0.0
H 1.68945 -5.62118 -0.75072 0.0 0.0 0.0
H 0.90228 -4.29505 1.98670 0.0 0.0 0.0
H 2.07541 -5.60976 1.74865 0.0 0.0 0.0
H 2.56622 -4.12150 2.57365 0.0 0.0 0.0
H 4.19438 -3.95486 -0.78870 -0.1 -0.1 0.1
H 4.48300 -3.91105 0.97026 0.0 0.0 0.0
H 3.92012 -5.39868 0.20157 0.0 0.0 0.0
H 5.43622 -0.74358 -1.40222 0.0 0.0 0.0
H 6.34038 0.65902 -0.82910 0.0 0.0 0.0
H 5.84763 -0.58856 0.32215 0.0 0.0 0.0
H 3.68506 0.75413 -2.43752 0.0 0.0 0.0
H 3.03180 2.12174 -1.52312 0.0 0.0 0.0
H 4.74667 2.09243 -1.96293 0.0 0.0 0.0
H 4.76162 1.27443 1.70648 0.0 0.0 0.0
H 5.29978 2.44912 0.48994 0.0 0.0 0.0
H 3.59513 2.36983 0.95809 0.0 0.0 0.0
H -2.21978 4.42712 3.00789 0.0 0.0 0.0
H -4.93124 1.89671 3.05991 0.0 0.0 0.0
H -6.15810 2.38842 1.87652 0.0 0.0 0.0
H -4.92427 1.18965 1.43267 0.0 0.0 0.0
H -4.39925 4.34598 3.38042 0.0 0.0 0.0
H -3.94183 5.34679 1.99045 0.0 0.0 0.0
H -5.59321 4.73569 2.13565 0.0 0.0 0.0
H -4.23166 2.64806 -0.58350 0.0 0.0 0.0
H -5.52198 3.77370 -0.11350 0.0 0.0 0.0
H -3.85894 4.35511 -0.31616 0.0 0.0 0.0
N -2.76913 -2.09945 0.39004 -0.1 -0.1 -0.2
C -3.90984 -2.78545 -0.23925 0.0 0.1 0.0
C -4.30409 -2.16817 -1.58602 0.0 0.0 0.0
O -5.18016 -2.72557 -2.26777 0.0 0.0 0.0
N -3.63650 -1.06085 -1.84812 0.0 0.0 0.0
C -3.87172 -0.34030 -3.07264 0.0 0.0 0.0
C -2.80450 0.75160 -3.21048 0.0 0.0 0.0
O -2.91899 1.63545 -4.04174 0.0 0.0 0.0
O -1.78570 0.60943 -2.40425 0.0 -0.1 -0.1
H -1.93103 -2.66756 0.50401 0.0 0.0 0.0
H -2.99493 -1.72706 1.30337 0.0 0.0 0.0
H -4.79009 -2.72208 0.40383 0.0 0.0 0.0
H -3.70103 -3.84543 -0.39037 0.0 0.0 0.0
H -4.86035 0.12606 -3.11361 0.0 0.0 0.0
H -3.80435 -0.99223 -3.95427 0.0 0.0 0.0
F 4.46244 -1.32626 -4.18851 0.0 -0.1 0.0
B 3.49643 -2.28520 -3.82196 0.1 0.1 0.1
F 4.10024 -3.28233 -3.02374 0.0 0.0 -0.1
F 2.95017 -2.87983 -4.98268 0.0 0.0 0.1
F 2.47552 -1.65332 -3.07978 -0.1 -0.1 -0.1
C -1.06248 -4.28250 -3.30826 0.0 0.0 0.0
N -0.56338 -2.98767 -3.71650 0.0 -0.1 -0.1
C -0.15776 -2.82558 -5.09795 0.0 0.0 0.0
C -0.51508 -1.97258 -2.86668 0.0 0.0 0.2
O -0.88971 -2.06479 -1.68725 -0.1 0.3 -0.1
H -0.30357 -5.04455 -3.49753 0.0 0.0 0.0
H -1.97076 -4.52892 -3.86350 0.0 0.0 0.0
H -1.28746 -4.25330 -2.24597 0.0 0.0 0.0
H 0.60231 -3.56140 -5.35334 0.0 0.0 0.0
H 0.28848 -1.84393 -5.23084 0.0 0.0 0.0
H -1.02412 -2.93300 -5.75714 0.0 0.0 0.0
H -0.13949 -1.03684 -3.27876 0.0 0.1 0.0

[2]
105
Properties=species:S:1:pos:R:3:forces:R:3 method="wB97M-V/def2-TZVPD" multiplicity=9 total_charge=+2 homo_energy_ev="-12.612 / -12.470"
Pt -3.13063 -3.81763 -2.02440 0.2 1.2 0.6
Pt -3.19836 0.33148 -0.77098 1.3 -0.6 0.8
Fe -0.93159 2.82808 0.21210 -1.2 0.3 0.3
O -3.16201 2.51366 -0.05028 2.7 0.6 -0.8
C -3.64912 3.75301 0.41125 -0.8 -1.8 1.6
C -2.79360 4.99954 0.33742 0.5 0.2 0.6
O -1.38260 4.91720 0.69241 -1.5 -2.4 -1.6
H -3.83563 3.57683 1.47063 0.0 0.2 0.6
H -4.66716 3.95101 0.07588 0.1 0.4 -0.7
H -3.20735 5.65850 1.10077 -0.2 0.4 -0.1
H -3.02870 5.46308 -0.62069 1.0 0.4 -0.3
O -0.91216 0.74155 -0.48712 -0.8 -1.0 0.0
C -0.30238 -0.54989 -0.59695 0.0 -0.3 -0.7
C -1.03557 -1.59661 -1.49992 -2.3 0.5 -1.0
O -2.49817 -1.75865 -1.33371 0.9 0.7 0.9
H 0.00463 -1.06422 0.31371 -0.7 0.3 0.9
H 0.67496 -0.43949 -1.06676 0.3 0.2 -0.5
H -0.64033 -2.61153 -1.54248 0.6 0.1 0.8
H -0.98727 -1.29491 -2.54622 0.6 0.5 -0.3
N 4.51266 0.18399 -1.27104 1.8 -0.2 1.4
C 3.88440 0.37754 -2.42477 0.9 0.9 1.0
C 4.27034 1.43292 -3.24427 0.8 1.9 0.2
C 5.30504 2.34691 -2.83745 -0.5 -2.3 0.1
C 6.02365 2.01845 -1.67220 -0.4 0.1 -0.6
C 5.61917 0.92644 -0.94009 -1.7 -0.5 -1.2
H 3.10363 -0.35826 -2.54888 -0.3 0.2 -0.8
H 3.80193 1.70605 -4.17829 -0.2 -0.5 -0.1
H 5.60414 3.09978 -3.55169 0.0 0.3 0.3
H 6.91788 2.47357 -1.27270 0.0 0.7 -0.5
H 6.28748 0.66502 -0.13298 -0.6 -0.5 0.5
N -0.89753 2.00671 2.32466 0.4 -1.4 2.5
C -1.74262 2.38592 3.32758 1.2 0.9 -0.6
C -1.55749 2.11319 4.69286 -0.1 -0.8 0.2
C -0.63690 1.15645 5.10842 0.6 0.3 -2.2
C 0.14742 0.60688 4.06767 0.1 0.7 -0.3
C 0.07199 1.09777 2.75414 -1.9 0.6 -0.1
H -2.47475 3.11501 3.01318 -0.2 0.0 0.1
H -2.13481 2.59122 5.47042 -0.4 0.2 -0.3
H -0.44310 0.87815 6.13380 -0.2 0.1 0.1
H 0.89864 -0.13307 4.30125 0.1 -0.1 -0.1
H 0.67720 0.72486 1.94110 0.3 -0.1 0.2
N -3.66234 -0.42864 1.42322 0.7 -1.4 2.8
C -4.80114 -0.06514 2.10655 1.1 0.2 0.0
C -4.99193 -0.15622 3.49717 1.6 -0.7 -0.1
C -4.01423 -0.79383 4.28714 -0.1 0.8 -0.9
C -2.86256 -1.27735 3.65598 -0.4 1.1 -1.9
C -2.69978 -1.09059 2.25248 -2.5 0.8 0.4
H -5.59915 0.39854 1.54567 0.2 0.2 -0.4
H -5.77864 0.38096 4.00601 -0.4 -0.3 -0.3
H -4.15110 -0.77937 5.35834 0.2 -0.3 0.1
H -1.95686 -1.60913 4.14180 -0.3 -0.5 0.4
H -1.81449 -1.59983 1.90125 0.1 0.7 -1.1
N -0.25936 3.60607 -2.02492 -0.9 -0.5 0.5
C -0.81125 4.50353 -2.87731 0.1 0.0 -0.7
C -0.60320 4.50947 -4.26349 0.7 -0.8 0.9
C 0.19559 3.48027 -4.78204 -1.2 1.0 -0.1
C 0.67507 2.52535 -3.92900 0.3 -0.3 0.1
C 0.44381 2.60859 -2.55011 0.6 0.0 -1.8
H -1.49355 5.24578 -2.49007 0.2 0.0 0.5
H -1.02093 5.26316 -4.91455 -0.2 0.1 0.2
H 0.32318 3.41178 -5.85229 0.3 0.0 -0.1
H 1.24677 1.73738 -4.39659 0.1 -0.3 0.5
H 0.88555 1.81018 -1.97234 -0.3 0.2 0.7
C -0.34486 -4.15124 -4.09275 0.0 0.2 0.0
O -1.73434 -4.38766 -3.72006 1.0 -0.6 -0.9
H 0.32122 -4.23439 -3.23396 -0.4 0.2 0.2
H 0.03937 -4.88591 -4.80038 -0.4 -0.1 -0.1
H -0.28590 -3.16393 -4.55085 0.2 0.0 0.1
H -2.14002 -4.76683 -4.50316 -0.3 -0.1 0.0
C -3.31772 1.73661 -3.99757 -0.7 1.1 0.3
O -2.90975 0.64734 -3.18171 0.2 0.1 0.1
H -2.52958 2.36416 -4.41362 0.5 -0.5 0.0
H -3.99722 1.43109 -4.79321 0.1 -0.2 0.0
H -3.83730 2.42597 -3.33205 -0.3 -0.2 0.0
H -2.24699 0.13127 -3.64648 0.1 -0.2 0.1
C 2.50382 -3.91261 -0.42617 -1.1 0.4 0.7
O 3.03517 -4.88531 -1.26383 0.1 -0.2 -0.4
H 2.66140 -2.88590 -0.75655 0.8 0.2 0.1
H 1.41461 -3.95234 -0.41455 -0.3 -0.5 -0.3
H 2.77470 -4.08706 0.61512 0.3 0.4 0.1
H 3.97110 -4.93545 -1.05617 0.1 -0.2 -0.2
C 2.34465 2.25743 0.41658 0.6 -1.5 -2.2
O 1.26714 3.03872 0.84101 -1.2 -0.1 0.6
H 2.06652 1.28709 0.00526 -1.2 -0.2 0.3
H 2.65742 2.68176 -0.53748 1.3 0.4 0.4
H 3.07096 1.88633 1.13967 0.3 1.2 0.3
H 1.59423 3.89003 1.14080 -0.1 0.2 0.0
C -1.74292 -4.89946 1.00669 0.8 0.0 0.4
O -1.87754 -4.94990 -0.41345 -0.2 -0.1 0.1
H -2.12778 -5.79849 1.48808 -0.2 0.1 -0.1
H -0.66818 -4.86090 1.18426 0.0 0.1 0.5
H -2.19898 -4.00383 1.42852 -0.2 -0.1 -0.3
H -1.15738 -5.51012 -0.71201 -0.1 -0.1 -0.4
F 0.49045 -2.58739 2.95736 -1.9 0.2 -0.4
C 1.79849 -2.59228 3.12485 1.0 0.8 -0.4
C 2.30178 -3.37107 4.12171 -1.0 -0.9 0.2
C 3.63800 -3.52438 4.21025 3.0 -0.8 0.9
C 4.56950 -2.83343 3.46720 -1.8 2.4 -2.2
C 3.99977 -1.90180 2.53134 -0.6 -0.4 0.3
C 2.58929 -1.80256 2.30753 1.8 -0.8 0.9
H 1.66278 -3.99594 4.72802 -0.2 0.1 0.0
H 4.11630 -4.22644 4.87714 -0.6 -0.3 0.5
H 5.64260 -2.93036 3.54105 -0.1 -0.1 0.2
H 4.60949 -1.22709 1.94876 0.3 -0.2 -0.1
H 2.17090 -1.21115 1.50654 0.0 0.2 0.0

| no. | energy (hartree) |
| --- | --- |
| 1 | -3404.824597 |
| 2 | -3862.939951 |